[1]
The following is a quantum chemistry calculation of a 13-piece molecular cluster, C26H78O13S9 overall at a distorted geometry, from the OMol25 dataset.

CARTESIAN COORDINATES (ANGSTROEM)
C1 1.0211 -3.0769 5.2677
C2 -0.4073 -2.6719 5.0910
O1 -1.0976 -3.3670 6.1379
H1 1.1024 -4.1262 5.4308
H2 1.6354 -2.4942 6.0470
H3 1.5265 -2.9692 4.2392
H4 -0.7059 -3.1507 4.1851
H5 -0.6940 -1.5381 5.0026
H6 -2.0776 -3.1377 6.0740
C3 0.1576 -1.2628 1.5258
C4 0.9758 -0.3108 0.7801
O2 0.1791 0.1527 -0.4132
H7 -0.8585 -0.7294 1.6327
H8 0.7386 -1.6087 2.4300
H9 0.0306 -2.2129 0.9325
H10 1.9213 -0.6183 0.4390
H11 0.9101 0.5144 1.3966
H12 0.0256 1.2237 -0.3452
C5 -1.4058 1.8684 4.4749
C6 -2.5692 0.8916 4.6043
O3 -3.7468 1.7026 4.3985
H13 -1.6802 2.3119 3.4917
H14 -0.4358 1.5138 4.4421
H15 -1.3287 2.6866 5.3208
H16 -2.4706 0.3530 5.6756
H17 -2.5028 0.1395 3.8015
H18 -3.5689 2.2869 3.6200
C7 1.1027 -5.7479 1.3988
C8 1.5125 -5.4256 -0.0743
O4 0.3131 -5.5537 -0.8180
H19 0.6667 -6.6378 1.4476
H20 0.3609 -5.0654 1.8833
H21 1.8278 -5.8497 2.1475
H22 2.0800 -6.1515 -0.3093
H23 1.9041 -4.2797 -0.1508
H24 0.3101 -4.9408 -1.7346
C9 -1.2571 1.2709 -2.6818
S1 -2.8975 0.8909 -3.3468
O5 -3.9430 1.8224 -2.8686
C10 -2.6485 1.3069 -5.0822
H25 -0.3792 0.5792 -3.1331
H26 -1.2260 1.0781 -1.5935
H27 -1.1089 2.1307 -2.9065
H28 -3.6076 1.1878 -5.4535
H29 -1.9626 0.7129 -5.7444
H30 -2.3528 2.2159 -5.1909
C11 -3.5086 -4.3641 -3.0316
S2 -1.9844 -3.5362 -3.3257
O6 -2.3169 -2.2485 -4.0683
C12 -1.7947 -2.8442 -1.6328
H31 -3.2533 -5.4231 -2.5642
H32 -4.2979 -4.5006 -3.9162
H33 -4.1683 -3.6961 -2.3893
H34 -0.7821 -2.4436 -1.4767
H35 -1.7499 -3.3943 -0.6916
H36 -2.6814 -2.1420 -1.6363
C13 5.2679 0.5904 3.1171
S3 3.8328 1.5074 3.4202
O7 3.2346 1.8198 1.9746
C14 2.8480 0.1546 3.9483
H37 5.0978 -0.2395 2.5777
H38 5.6243 0.4155 4.2592
H39 6.0316 1.2506 2.5607
H40 1.8062 0.4911 3.7588
H41 2.8020 -0.5032 4.8637
H42 3.0180 -0.7707 3.1595
C15 -4.4092 4.0686 -0.6545
S4 -3.2634 3.2397 0.5453
O8 -3.9147 3.3156 1.9208
C16 -3.3451 1.5632 -0.0403
H43 -4.6908 5.1239 -0.5483
H44 -5.4096 3.6353 -0.6411
H45 -4.0840 3.6872 -1.5324
H46 -4.4467 1.4190 -0.0858
H47 -2.3949 0.9632 0.4696
H48 -3.2778 1.8221 -1.2303
C17 2.1493 2.6199 -3.5027
S5 4.0243 2.7237 -3.6003
O9 4.3457 1.2148 -3.7152
C18 4.0910 3.0425 -5.3714
H49 1.7347 2.3557 -2.5027
H50 1.8463 1.7359 -4.1573
H51 1.6821 3.6081 -3.7158
H52 3.9230 2.0518 -5.8574
H53 5.0197 3.1004 -5.7279
H54 3.5377 3.8997 -5.6657
C19 6.4031 3.2389 -1.3216
S6 4.7427 3.2682 -0.4903
O10 3.8985 3.9266 -1.6259
C20 4.4323 1.4921 -0.7371
H55 6.3482 2.8747 -2.2218
H56 6.8413 2.4978 -0.7102
H57 6.7352 4.2601 -1.0845
H58 4.8933 1.2639 -1.7675
H59 3.3548 1.5745 -0.6623
H60 4.9853 1.1363 0.0434
C21 1.9528 -1.5573 -2.0162
S7 2.0139 -3.0218 -2.9204
O11 1.0176 -3.9613 -2.2426
C22 1.3705 -2.5383 -4.4481
H61 2.0187 -1.8104 -0.9977
H62 0.8843 -1.1891 -1.9439
H63 2.6614 -0.7486 -2.2303
H64 0.4599 -1.8040 -4.5474
H65 1.1017 -3.5700 -5.0133
H66 2.1371 -2.0721 -4.8815
C23 -4.2920 -1.5370 1.6091
S8 -5.9418 -1.9200 2.3532
O12 -6.8197 -0.6887 2.2350
C24 -6.4815 -2.9105 1.0339
H67 -4.0658 -0.5034 1.9686
H68 -4.2468 -1.3310 0.4746
H69 -3.2968 -2.0251 2.0684
H70 -7.5213 -3.1630 1.3248
H71 -5.7825 -3.7878 0.9003
H72 -6.4222 -2.5044 0.0473
C25 0.7185 4.6071 1.7045
S9 1.1448 3.6702 0.1716
O13 -0.0063 2.7579 -0.1542
C26 0.8909 5.0506 -0.9566
H73 1.5762 5.1237 2.1424
H74 0.3954 3.8746 2.3866
H75 -0.3081 4.8607 1.3202
H76 1.7756 5.8234 -0.8961
H77 -0.1127 5.6029 -0.8037
H78 1.0310 4.5117 -1.8773

Its orbital gap is 8.13 eV. The calculation puts the LUMO energy at -0.108 eV. The calculation puts the relative energy (zero: lowest compared OMol25 entry of this formula, charge and spin) at 0.0000 eV. Its net charge is 0.



[2]
The following is a quantum chemistry calculation of a 11-piece molecular cluster, C26H79N17O11 overall at a distorted geometry, from the OMol25 dataset.

CARTESIAN COORDINATES (ANGSTROEM)
C1 4.2840 -3.0174 -1.8932
O1 4.9031 -3.8850 -1.3734
N1 4.2809 -2.6928 -3.1482
N2 3.2564 -2.3593 -1.3272
H1 3.6050 -1.9798 -3.3823
H2 4.9536 -3.1256 -3.7648
H3 2.6610 -1.9985 -2.0589
H4 2.9272 -2.2466 -0.3791
C2 -4.9291 -1.7738 -0.4403
O2 -4.3943 -1.0528 0.4153
N3 -4.3828 -2.7514 -1.0729
N4 -6.1944 -1.6608 -0.8052
H5 -4.8536 -3.4418 -1.6401
H6 -3.4477 -2.9410 -0.7414
H7 -6.8106 -0.9887 -0.3710
H8 -6.6381 -2.4260 -1.2929
C3 0.3156 -1.1247 0.8798
O3 1.3495 -1.7682 0.7081
N5 0.1134 -0.1458 1.6964
N6 -0.8635 -1.2761 0.1744
H9 0.9182 0.2227 2.1829
H10 -0.8244 0.1812 1.8800
H11 -1.6729 -0.9176 0.6608
H12 -0.9712 -1.9840 -0.5379
C4 -1.0049 -4.6778 0.0554
O4 -1.3807 -3.8646 -0.7497
N7 -0.1087 -4.5356 0.9767
N8 -1.4942 -5.8773 0.2286
H13 0.2492 -5.3769 1.4061
H14 0.3341 -3.6304 1.0440
H15 -2.1914 -6.1559 -0.4470
H16 -1.0911 -6.6963 0.6608
C5 -2.9645 1.9932 2.2426
O5 -2.4573 0.8978 2.0542
N9 -2.4942 3.1130 1.7108
N10 -3.8693 2.2559 3.1475
H17 -1.7682 3.1218 1.0087
H18 -2.9944 3.9705 1.8965
H19 -4.3623 3.1368 3.1785
H20 -4.2264 1.3937 3.5337
C6 1.0033 1.6787 4.5150
O6 1.6923 0.9420 3.8675
N11 1.2900 1.8950 5.7752
N12 0.0520 2.4238 4.0738
H21 2.1058 1.4087 6.1188
H22 0.9301 2.7357 6.2039
H23 -0.1770 2.2101 3.1136
H24 -0.5531 2.9933 4.6480
C7 4.9120 1.6808 2.7593
C8 4.6400 1.0548 1.4398
C9 5.8719 0.6615 0.6119
O7 6.5114 1.8752 0.1425
C10 7.5927 1.5743 -0.7628
N13 3.8785 -0.1308 1.6798
H25 3.9851 1.8799 3.2970
H26 5.5980 2.5257 2.6984
H27 5.5530 1.0444 3.3695
H28 4.0532 1.7807 0.8769
H29 5.5904 0.0555 -0.2493
H30 6.5516 0.0852 1.2396
H31 7.2807 1.8785 -1.7619
H32 7.8669 0.5247 -0.6566
H33 8.4192 2.2715 -0.6255
H34 3.3829 -0.4247 0.8503
H35 3.1757 0.1088 2.3645
C11 1.6856 3.4249 -5.6093
C12 0.4144 2.5165 -5.4913
C13 -0.1152 2.5368 -3.9711
O8 0.5035 1.3266 -3.3672
C14 0.1803 1.2770 -1.9457
N14 -0.5588 3.1302 -6.3954
H36 2.1738 3.3380 -6.5800
H37 2.4271 3.2718 -4.8251
H38 1.4186 4.4813 -5.5843
H39 0.6111 1.5175 -5.8805
H40 -1.2023 2.4783 -3.9172
H41 0.1871 3.4984 -3.5564
H42 0.5351 2.1724 -1.4353
H43 0.6954 0.3998 -1.5543
H44 -0.8893 1.1594 -1.7719
H45 -0.5375 2.9804 -7.3941
H46 -0.5049 4.1378 -6.3518
C15 -5.9620 -4.3109 6.7635
C16 -4.4953 -3.9746 6.4994
C17 -4.4572 -3.0950 5.1706
O9 -3.3039 -3.2635 4.3185
C18 -3.3763 -2.5979 2.9979
N15 -4.0965 -3.1111 7.6105
H47 -6.5396 -3.3936 6.8772
H48 -6.1550 -4.9747 7.6062
H49 -6.3326 -4.8984 5.9235
H50 -3.9003 -4.8759 6.3521
H51 -4.5608 -2.0201 5.3188
H52 -5.3169 -3.4003 4.5740
H53 -3.1831 -1.5359 3.1493
H54 -4.3364 -2.6760 2.4878
H55 -2.5284 -2.8785 2.3730
H56 -4.1514 -3.7776 8.3674
H57 -3.1336 -2.9564 7.3481
C19 2.2287 5.0720 1.7354
C20 0.9878 4.3060 1.2965
C21 0.4403 4.7415 0.0068
O10 -0.8548 4.1167 -0.2980
C22 -1.5635 4.7510 -1.3636
N16 1.2555 2.8785 1.3139
H58 1.8706 6.0392 2.0880
H59 2.9152 5.3876 0.9498
H60 2.7443 4.5990 2.5712
H61 0.2689 4.4904 2.0948
H62 1.1272 4.4292 -0.7797
H63 0.2941 5.8178 -0.0838
H64 -1.7500 5.8107 -1.1891
H65 -2.5699 4.3325 -1.3693
H66 -0.9688 4.6953 -2.2753
H67 0.4416 2.4373 0.9103
H68 1.4614 2.5189 2.2350
C23 0.0830 -2.4789 -3.1953
C24 1.0291 -2.0016 -4.3831
C25 0.3326 -1.4744 -5.6376
O11 -0.2826 -2.5801 -6.3683
C26 -1.1192 -2.1588 -7.4460
N17 1.9653 -0.9890 -3.9000
H69 -0.5878 -1.6629 -2.9264
H70 0.5772 -2.7695 -2.2682
H71 -0.5543 -3.2753 -3.5796
H72 1.5329 -2.9056 -4.7252
H73 1.0131 -0.9099 -6.2752
H74 -0.4716 -0.7641 -5.4458
H75 -0.8051 -2.4213 -8.4562
H76 -1.3295 -1.0901 -7.4897
H77 -2.1242 -2.5755 -7.3787
H78 2.7759 -0.8150 -4.4768
H79 1.4746 -0.1062 -3.9035

Its orbital gap (alpha / beta) is 8.85 / 3.46 eV. As for the expectation value of S²: 0.75. The calculation puts the LUMO energy (alpha / beta) at -1.779 / -7.165 eV. The calculation puts the relative energy (zero: lowest compared OMol25 entry of this formula, charge and spin) at 0.0000 eV. Its net charge is +1. The spin multiplicity is 2.



[3]
The following is a quantum chemistry calculation of a 14-piece molecular cluster, C26H83N19O17 overall at a distorted geometry, from the OMol25 dataset.

CARTESIAN COORDINATES (ANGSTROEM)
C1 0.9567 -0.5673 -0.6574
O1 1.5308 -0.9066 -1.6105
N1 -0.3385 -0.8147 -0.4689
N2 1.4330 0.1678 0.2943
H1 -0.9351 -1.2196 -1.1762
H2 -0.7259 -0.4818 0.4024
H3 2.4357 0.2658 0.3656
H4 0.7653 0.4018 1.0150
C2 1.4470 -3.0280 3.1943
O2 2.5302 -2.5261 3.3301
N3 1.1239 -4.2103 3.7100
N4 0.4413 -2.4481 2.6077
H5 1.8003 -4.7634 4.2165
H6 0.1523 -4.4688 3.6131
H7 -0.4334 -2.9526 2.5816
H8 0.5850 -1.5123 2.2560
C3 2.7667 -0.5069 -5.5179
O3 2.5141 0.6397 -5.4099
N5 2.2576 -1.3753 -4.7213
N6 3.4759 -0.9566 -6.4646
H9 1.4084 -1.1501 -4.2231
H10 2.4706 -2.3547 -4.8461
H11 3.9590 -0.4554 -7.1964
H12 3.4705 -1.9602 -6.5783
C4 -4.2777 0.9623 1.9465
O4 -4.1187 2.1295 1.6171
N7 -3.3835 0.0611 2.1034
N8 -5.4258 0.4922 2.3423
H13 -2.3996 0.2790 2.0362
H14 -3.7509 -0.8706 2.2342
H15 -6.1867 1.1537 2.2830
H16 -5.5356 -0.5048 2.4605
C5 -0.3852 0.7248 3.5173
O5 -0.6521 0.2729 2.3939
N9 0.6800 0.4461 4.1119
N10 -1.1479 1.6036 4.1063
H17 0.8831 0.9534 4.9613
H18 1.2318 -0.3539 3.8368
H19 -0.9975 1.8136 5.0827
H20 -2.0549 1.8046 3.7101
C6 3.6863 1.2687 3.8170
O6 3.5630 0.8378 4.9229
N11 3.6699 2.5814 3.5659
N12 4.1750 0.6788 2.7385
H21 3.6453 3.2554 4.3177
H22 3.9630 2.8001 2.6244
H23 4.6358 1.1957 2.0034
H24 4.0518 -0.3196 2.6481
C7 1.8346 2.8636 -2.6330
O7 1.4834 3.8116 -1.9761
N13 1.2980 2.4686 -3.7421
N14 2.8561 2.0960 -2.4338
H25 1.8504 1.7455 -4.1805
H26 0.5799 3.0769 -4.1088
H27 2.8308 1.2002 -2.8997
H28 3.6043 2.2320 -1.7691
C8 5.0192 -0.0951 -1.2167
O8 4.4487 0.7283 -0.5196
N15 6.3012 -0.1854 -1.2042
N16 4.4388 -0.9267 -2.0227
H29 6.7751 -0.8941 -1.7456
H30 6.8287 0.3639 -0.5408
H31 3.4405 -1.0744 -2.0632
H32 5.0530 -1.3772 -2.6860
C9 -5.9101 1.9348 -1.8719
C10 -5.3082 0.5619 -1.4325
C11 -5.7786 -0.6736 -2.3227
O9 -5.3067 -1.8991 -1.7657
C12 -6.0532 -2.2716 -0.5802
N17 -3.8732 0.6643 -1.3561
H33 -5.8254 2.7382 -1.1401
H34 -6.9593 1.7654 -2.1139
H35 -5.4734 2.2875 -2.8062
H36 -5.6843 0.3625 -0.4291
H37 -5.4993 -0.6686 -3.3763
H38 -6.8670 -0.6748 -2.3812
H39 -5.3309 -2.6743 0.1299
H40 -6.7383 -3.0931 -0.7894
H41 -6.5817 -1.5827 0.0787
H42 -3.6399 1.4316 -0.7421
H43 -3.6268 -0.2113 -0.9169
C13 1.1982 4.5243 2.2280
C14 -0.0395 4.5258 1.3332
C15 -0.0502 5.7384 0.3670
O10 -0.2717 7.0359 0.9692
C16 -1.6603 7.1727 1.4771
N18 -0.1128 3.2425 0.6540
H44 2.1201 4.2653 1.7073
H45 1.1144 3.7429 2.9834
H46 1.2223 5.4994 2.7144
H47 -0.9539 4.4958 1.9258
H48 -0.7259 5.8012 -0.4860
H49 0.9005 5.8478 -0.1548
H50 -1.7342 6.6545 2.4332
H51 -2.5107 6.7805 0.9194
H52 -1.8590 8.2004 1.7812
H53 0.7456 2.9796 0.1912
H54 -0.2252 2.5577 1.3879
C17 -1.8114 -4.4091 5.2781
C18 -2.6017 -5.2748 4.3482
C19 -2.2065 -5.1450 2.8417
O11 -2.2151 -3.7987 2.4060
C20 -2.2127 -3.4294 1.0237
N19 -2.4181 -6.6336 4.8563
H55 -1.8114 -3.3932 4.8829
H56 -0.7413 -4.6160 5.2734
H57 -2.1451 -4.5180 6.3100
H58 -3.6652 -5.0772 4.4823
H59 -2.8543 -5.6592 2.1318
H60 -1.1973 -5.5541 2.7938
H61 -2.1126 -2.3461 0.9563
H62 -3.0736 -3.7871 0.4588
H63 -1.3749 -3.8821 0.4934
H64 -2.7268 -6.6561 5.8177
H65 -1.4145 -6.6103 4.9677
C21 0.1117 -4.1358 -3.6062
C22 1.1020 -4.9750 -4.5090
O12 1.6744 -4.1951 -5.5149
O13 -0.9633 -3.6219 -4.3496
H66 0.6082 -3.2995 -3.1140
H67 -0.2430 -4.7324 -2.7657
H68 0.5111 -5.7618 -4.9780
H69 1.8150 -5.4301 -3.8215
H70 1.0267 -4.1511 -6.2221
H71 -1.3450 -2.8360 -3.9518
C23 6.8267 3.2312 1.2380
C24 5.7471 3.9020 0.3915
O14 4.4783 3.2154 0.5227
O15 7.3870 2.0696 0.6925
H72 6.4326 2.8631 2.1853
H73 7.6158 3.9405 1.4874
H74 6.1496 4.2309 -0.5666
H75 5.6009 4.8595 0.8915
H76 4.5520 2.3471 0.1201
H77 7.7363 1.4675 1.3536
C25 -1.8720 -0.4989 -4.7107
C26 -1.6684 0.9654 -4.2661
O16 -2.9188 1.5446 -3.8672
O17 -2.2884 -1.2487 -3.5262
H78 -1.0083 -0.9003 -5.2408
H79 -2.6889 -0.4204 -5.4281
H80 -1.1522 1.3674 -5.1379
H81 -0.9398 1.0331 -3.4582
H82 -2.8789 1.6834 -2.9181
H83 -3.1305 -0.9009 -3.2238

Its orbital gap is 8.03 eV. The calculation puts the LUMO energy at 0.113 eV. The calculation puts the relative energy (zero: lowest compared OMol25 entry of this formula, charge and spin) at 5.2079 eV. Its net charge is 0.